(1)
Density functional theory data (wB97M-V/def2-TZVPD) for a structure of composition C33H43Ge2N2PbSe3Te.

XYZ file:
```
85
Properties=species:S:1:pos:R:3:mulliken_charge:R:1
Pb -2.92 0.32 0.31 0.59
C -1.13 -4.15 -5.35 -1.67
C -1.09 -4.83 -3.97 2.08
C 0.30 -5.46 -3.76 -1.49
C -2.14 -5.94 -3.95 -2.11
C -1.32 -3.80 -2.88 0.47
C -2.25 -3.96 -1.86 -0.87
C -2.40 -2.97 -0.90 -0.58
N -1.68 -1.85 -0.87 0.23
C -0.75 -1.70 -1.82 -1.08
C -0.56 -2.63 -2.83 -0.34
C 0.11 -0.50 -1.74 0.20
C 1.40 -0.52 -2.27 -0.04
C 2.22 0.60 -2.17 0.51
C 1.68 1.70 -1.50 -0.63
C 0.40 1.62 -0.98 -0.75
N -0.38 0.55 -1.10 0.07
C 3.63 0.65 -2.74 2.12
C 3.78 1.89 -3.62 -1.78
C 4.62 0.73 -1.57 -1.63
C 3.96 -0.59 -3.58 -2.16
H -1.02 -4.89 -6.13 0.46
H -0.32 -3.42 -5.47 0.31
H -2.08 -3.63 -5.50 0.38
H 0.50 -6.20 -4.53 0.43
H 0.35 -5.95 -2.79 0.37
H 1.08 -4.70 -3.80 0.32
H -1.97 -6.62 -4.79 0.43
H -3.15 -5.53 -4.05 0.45
H -2.09 -6.53 -3.03 0.40
H -2.87 -4.84 -1.79 0.46
H -3.12 -3.09 -0.11 0.26
H 0.17 -2.43 -3.60 0.47
H 1.76 -1.42 -2.74 0.63
H 2.25 2.60 -1.35 0.42
H 0.00 2.45 -0.43 0.20
H 3.67 2.81 -3.05 0.31
H 3.04 1.90 -4.42 0.39
H 4.78 1.90 -4.07 0.48
H 4.42 1.59 -0.93 0.30
H 5.64 0.81 -1.95 0.51
H 4.56 -0.16 -0.94 0.34
H 3.26 -0.71 -4.41 0.43
H 3.94 -1.50 -2.98 0.39
H 4.96 -0.49 -3.99 0.44
Se -4.31 -1.71 1.64 -0.35
Se -3.73 -1.76 3.86 -0.15
Te -4.90 0.37 4.65 0.25
Se -5.10 1.66 2.67 -0.34
C -1.11 4.70 0.28 -1.42
Ge -1.49 3.96 2.07 0.80
C -3.29 4.64 2.43 -1.31
C -0.28 4.91 3.30 -1.35
Ge -1.30 1.50 2.30 0.00
C -1.48 1.22 4.24 0.17
C -1.01 0.05 4.83 -0.21
C -1.08 -0.15 6.20 -0.67
C -1.62 0.84 7.02 -0.48
C -2.08 2.02 6.46 -0.77
C -2.01 2.20 5.08 0.38
C 0.59 0.97 2.03 -0.02
C 0.90 -0.32 1.58 -0.11
C 2.21 -0.74 1.43 -0.65
C 3.25 0.13 1.73 -0.57
C 2.97 1.41 2.18 -0.76
C 1.65 1.82 2.33 -0.05
H -1.50 5.72 0.26 0.44
H -1.61 4.15 -0.53 0.38
H -0.05 4.75 0.06 0.37
H -3.27 5.72 2.26 0.43
H -3.62 4.47 3.46 0.40
H -4.03 4.21 1.76 0.33
H -0.63 5.93 3.41 0.46
H 0.74 4.94 2.91 0.42
H -0.26 4.44 4.29 0.39
H -0.58 -0.73 4.21 0.38
H -0.71 -1.07 6.63 0.40
H -1.67 0.69 8.09 0.38
H -2.49 2.80 7.09 0.40
H -2.40 3.13 4.66 -0.15
H 0.09 -1.00 1.33 0.39
H 2.42 -1.74 1.09 0.43
H 4.28 -0.19 1.62 0.48
H 3.78 2.09 2.42 0.43
H 1.46 2.82 2.70 0.15
```

Properties
E_tot in eV: -359513.2741
Frontier orbital gap (alpha / beta) in eV: 6.83 / 5.73
Spin multiplicity: 2
⟨S²⟩: 0.757

=====

(2)
Density functional theory data (wB97M-V/def2-TZVPD) for a structure of composition C29H32As2O8P2PtS3Se.

XYZ file:
```
78
Properties=species:S:1:pos:R:3:mulliken_charge:R:1
Pt -1.42 0.73 -0.39 2.91
O -4.14 3.54 1.61 -0.60
P -3.10 2.38 1.38 0.53
O -2.61 1.80 2.65 -0.72
O -2.02 2.79 0.36 -0.70
O -4.00 1.26 0.59 0.00
P -4.60 1.58 -0.92 0.67
O -5.83 0.54 -0.96 -0.54
O -5.10 2.99 -0.89 -0.87
O -3.59 1.10 -1.90 -0.35
H -4.58 3.71 0.74 0.44
H -6.61 0.95 -0.58 0.30
C -3.21 -1.32 2.12 -1.10
As -1.40 -0.82 1.62 0.98
C -0.60 -0.83 3.38 -1.61
C -0.74 -2.48 0.83 0.53
C 0.03 -3.39 1.55 -0.70
C 0.45 -4.58 0.97 -0.73
C 0.10 -4.87 -0.34 -0.79
C -0.65 -3.97 -1.07 -0.65
C -1.06 -2.77 -0.50 -0.51
As -1.97 -1.38 -1.51 0.65
C -3.79 -2.04 -1.50 -1.24
C -1.50 -1.68 -3.35 -1.31
H -3.24 -2.38 2.34 0.46
H -3.90 -1.05 1.33 -0.05
H -3.46 -0.73 3.00 0.53
H -0.93 -1.73 3.89 0.58
H -0.99 0.05 3.89 0.36
H 0.49 -0.79 3.34 0.36
H 0.30 -3.18 2.58 0.33
H 1.06 -5.27 1.54 0.42
H 0.42 -5.80 -0.79 0.41
H -0.90 -4.19 -2.10 0.36
H -3.76 -3.04 -1.92 0.48
H -4.40 -1.37 -2.11 0.45
H -4.19 -2.07 -0.49 0.30
H -1.89 -2.64 -3.68 0.62
H -0.42 -1.64 -3.47 0.29
H -1.96 -0.88 -3.92 0.40
Se 0.30 2.37 1.87 0.75
C 1.55 1.55 2.98 0.28
C 2.50 0.65 2.48 -0.17
C 3.40 0.07 3.36 -0.76
C 3.35 0.37 4.71 -0.49
C 2.41 1.26 5.21 -0.67
C 1.50 1.86 4.35 -0.59
H 2.49 0.40 1.43 0.48
H 4.13 -0.63 2.98 0.49
H 4.06 -0.09 5.39 0.41
H 2.37 1.49 6.26 0.41
H 0.75 2.54 4.72 0.49
O 0.81 0.95 -0.15 -0.77
C 1.68 1.13 -1.27 2.43
C 0.87 1.22 -2.55 -0.82
C 1.09 0.71 -3.79 -0.54
C 0.08 1.09 -4.73 -1.00
C -0.88 1.88 -4.18 -0.38
S -0.54 2.21 -2.53 0.07
C 2.61 -0.08 -1.27 -0.92
C 3.88 -0.19 -0.77 -0.54
C 4.34 -1.53 -0.72 -1.04
C 3.41 -2.42 -1.17 -0.64
S 1.98 -1.63 -1.66 0.27
C 2.51 2.40 -1.21 -0.34
C 3.65 2.67 -1.91 -0.53
C 4.10 4.01 -1.77 -1.02
C 3.28 4.75 -0.97 -0.57
S 1.96 3.82 -0.41 -0.01
H 1.94 0.08 -4.03 0.67
H 0.08 0.78 -5.76 0.43
H -1.76 2.29 -4.63 0.50
H 4.46 0.66 -0.45 0.68
H 5.32 -1.82 -0.37 0.46
H 3.49 -3.49 -1.25 0.55
H 4.14 1.94 -2.53 0.63
H 4.99 4.41 -2.24 0.43
H 3.38 5.78 -0.68 0.49
```

Properties
E_tot in eV: -288329.5446
Frontier orbital gap (alpha / beta) in eV: 7.19 / 5.95
Spin multiplicity: 5
⟨S²⟩: 6.028
Energy above the lowest of the compared OMol25 structures with the same formula, charge and spin in eV: 0.000

=====

(3)
Density functional theory data (wB97M-V/def2-TZVPD) for a cluster of 2 separate species, C4H12 in total.

XYZ file:
```
16
Properties=species:S:1:pos:R:3:nbo_charge:R:1
C -0.13 2.17 -1.40 -0.63
C -0.19 2.04 0.13 -0.62
H 0.77 2.78 -1.50 0.21
H -0.19 1.28 -2.09 0.21
H -1.00 2.76 -1.76 0.20
H -1.19 1.96 0.55 0.20
H 0.16 1.01 0.37 0.21
H 0.44 2.71 0.72 0.21
C 0.14 -2.44 -0.07 -0.61
C 0.18 -1.75 1.31 -0.63
H -0.14 -1.73 -0.83 0.20
H 1.16 -2.66 -0.35 0.20
H -0.40 -3.38 -0.11 0.21
H 1.03 -1.23 1.78 0.22
H 0.08 -2.50 2.08 0.20
H -0.74 -1.13 1.19 0.21
```

Properties
E_tot in eV: -4341.4769
Frontier orbital gap in eV: 12.34
SMILES: CC.CC
Energy above the lowest of the compared OMol25 structures with the same formula, charge and spin in eV: 1.051

=====

(4)
Density functional theory data (wB97M-V/def2-TZVPD) for an isolated molecule of C3H6N2OS2.

XYZ file:
```
14
Properties=species:S:1:pos:R:3:nbo_charge:R:1
C 1.65 0.14 -0.12 0.42
C 0.49 -0.07 0.85 -0.07
C -0.81 0.05 0.12 -0.29
H 2.39 -0.50 -1.84 0.40
H 0.91 -1.22 -1.50 0.39
H 2.39 1.80 0.51 0.34
H 0.58 0.74 1.59 0.22
H 0.62 -1.99 0.87 0.48
H -2.57 1.50 -0.16 0.15
N 1.75 -0.79 -1.11 -0.83
N 2.52 1.10 -0.22 -0.69
O 0.58 -1.31 1.53 -0.67
S -1.28 1.70 -0.01 0.14
S -1.65 -1.24 -0.46 0.02
```

Properties
E_tot in eV: -29905.6111
Frontier orbital gap in eV: 8.37
SMILES: [H]/N=C(/N)[C@H](O)C(=S)S
Energy above the lowest of the compared OMol25 structures with the same formula, charge and spin in eV: 1.713